[1]
The following is a DFT calculation (the ωB97M-V functional and the def2-TZVPD basis) of a cluster of 6 separate species, C36H89O23P5 in total.

Geometry (Å):
1 C -4.3125 2.1989 -3.6319
2 O -4.1382 0.8421 -4.0216
3 C -2.9459 0.3020 -3.4589
4 C -3.0611 -1.3046 -3.3693
5 O -3.8236 -1.8330 -4.3971
6 C -5.1720 -1.9621 -4.1421
7 C -5.2617 -3.4612 -3.4890
8 O -5.3098 -3.1281 -2.1044
9 C -5.9728 -4.0846 -1.2754
10 H -4.0909 2.3598 -2.5769
11 H -5.2767 2.6416 -3.8818
12 H -3.5489 2.7559 -4.1749
13 H -2.5535 0.8301 -2.5898
14 H -2.0885 0.4973 -4.1030
15 H -3.5560 -1.4683 -2.4121
16 H -2.1179 -1.8509 -3.3571
17 H -5.6672 -1.9175 -5.1120
18 H -5.4947 -1.2734 -3.3612
19 H -4.2806 -3.9025 -3.6645
20 H -6.0622 -3.9985 -3.9974
21 H -5.8025 -5.1196 -1.5719
22 H -7.0346 -3.9083 -1.1033
23 H -5.4985 -4.1218 -0.2947
24 C 0.3861 -2.4720 -5.1777
25 C 0.2160 -0.9246 -5.1617
26 O 0.8308 -0.2334 -6.2152
27 P 0.1903 1.2614 -6.6552
28 O -1.3000 1.3131 -6.5804
29 O 0.7012 1.4580 -8.1585
30 C 0.1695 0.7477 -9.2273
31 C 1.0402 0.9367 -10.3927
32 O 1.1675 2.3528 -5.9682
33 C 1.1101 2.6695 -4.5379
34 C 1.6805 4.0546 -4.4808
35 H 0.0104 -2.8955 -4.2462
36 H -0.0456 -2.9879 -6.0354
37 H 1.4600 -2.6572 -5.1541
38 H -0.8399 -0.6548 -5.1800
39 H 0.6684 -0.6720 -4.2028
40 H 0.0164 -0.3159 -9.0440
41 H -0.8929 0.9470 -9.3675
42 H 0.9378 0.3864 -11.3280
43 H 1.2158 1.9887 -10.6173
44 H 2.0734 0.6110 -10.2727
45 H 0.1002 2.6996 -4.1291
46 H 1.7941 1.9988 -4.0178
47 H 1.0377 4.8433 -4.8719
48 H 1.9234 4.4462 -3.4930
49 H 2.6542 4.1842 -4.9533
50 C -1.6135 -7.3235 -3.3647
51 C -1.7846 -6.8170 -1.9837
52 O -0.5422 -6.5242 -1.3727
53 P -0.5367 -6.5975 0.2825
54 O -1.8802 -6.7881 0.9188
55 O 0.3747 -5.2788 0.7457
56 C 0.0262 -3.9639 0.3994
57 C 0.2366 -3.5633 -1.0508
58 O 0.5125 -7.8480 0.4829
59 C 0.1190 -9.1965 0.9612
60 C 0.2263 -9.2656 2.4661
61 H -1.1614 -6.5247 -3.9525
62 H -1.1004 -8.2851 -3.3516
63 H -2.5571 -7.4683 -3.8908
64 H -2.4199 -5.9318 -1.9512
65 H -2.3090 -7.6016 -1.4383
66 H -0.9981 -3.6941 0.6566
67 H 0.6724 -3.4921 1.1396
68 H 1.2697 -3.6658 -1.3830
69 H -0.5016 -4.0896 -1.6559
70 H -0.0891 -2.5346 -1.2048
71 H -0.8325 -9.5156 0.5359
72 H 0.9135 -9.8567 0.6135
73 H 1.1963 -8.9348 2.8373
74 H -0.5308 -8.6173 2.9071
75 H 0.2197 -10.3245 2.7246
76 C 3.6698 3.5580 11.0177
77 C 3.9788 2.8142 9.6439
78 O 2.8750 3.0231 8.6934
79 P 2.9574 2.7312 7.1150
80 O 3.9392 3.6143 6.3508
81 O 3.2569 1.1313 7.0778
82 C 2.5760 0.2260 7.8336
83 C 3.4167 -0.8372 8.6548
84 O 1.3595 2.8932 6.6259
85 C 0.9981 4.0851 5.9746
86 C -0.5058 3.8964 5.8099
87 H 3.0308 2.9987 11.7010
88 H 4.6609 3.5477 11.4712
89 H 3.2225 4.5387 10.8557
90 H 4.7551 3.2962 9.0497
91 H 4.0441 1.7314 9.7503
92 H 1.8602 0.5631 8.5833
93 H 2.0438 -0.2664 7.0197
94 H 4.0261 -0.4496 9.4712
95 H 2.8696 -1.6248 9.1731
96 H 4.0548 -1.2445 7.8706
97 H 1.3525 5.0447 6.3509
98 H 1.5430 4.0611 5.0308
99 H -0.8992 3.8620 6.8259
100 H -1.0654 4.7235 5.3729
101 H -0.9003 3.0175 5.2998
102 C 0.6540 6.3242 -0.5695
103 C 0.9741 6.0646 0.8786
104 O 2.2594 5.5476 0.8541
105 P 2.5910 3.9638 1.1989
106 O 1.9623 3.5960 2.4626
107 O 2.2287 3.1085 -0.1138
108 C 2.4981 1.7366 -0.2724
109 C 3.6247 1.5301 -1.2670
110 O 4.2246 3.8609 1.2182
111 C 4.8739 2.9686 2.0164
112 C 4.9224 3.4322 3.5059
113 H 0.8550 5.3531 -1.0221
114 H -0.3996 6.5286 -0.7598
115 H 1.3703 7.0161 -1.0124
116 H 1.0049 6.9726 1.4808
117 H 0.3506 5.3716 1.4435
118 H 2.9897 1.3848 0.6347
119 H 1.6342 1.0982 -0.4574
120 H 4.5500 2.0417 -1.0020
121 H 3.8916 0.4753 -1.3319
122 H 3.5609 1.8033 -2.3203
123 H 4.5978 1.9165 2.0876
124 H 5.8111 3.0495 1.4659
125 H 3.9221 3.4808 3.9362
126 H 5.4886 2.6162 3.9549
127 H 5.5676 4.2937 3.6783
128 C -1.5932 3.7103 -2.0210
129 C -1.0418 3.1779 -0.7204
130 O -2.0384 2.3008 -0.1898
131 P -1.7906 0.7331 0.2039
132 O -0.9804 -0.0890 -0.7272
133 O -3.3046 0.2063 0.2850
134 C -3.5558 -1.1634 0.5663
135 C -3.6510 -1.2282 2.0958
136 O -1.3588 0.9281 1.7578
137 C 0.0531 0.9739 2.0256
138 C 0.3331 0.5894 3.4930
139 H -0.9665 4.4184 -2.5632
140 H -1.9117 2.8931 -2.6681
141 H -2.5309 4.2451 -1.8696
142 H -0.1364 2.6059 -0.9231
143 H -0.7256 3.9126 0.0202
144 H -4.5371 -1.3929 0.1508
145 H -2.8876 -1.9574 0.2329
146 H -4.4785 -0.6110 2.4454
147 H -3.7800 -2.2965 2.2699
148 H -2.7654 -0.9225 2.6528
149 H 0.5800 0.3994 1.2638
150 H 0.2942 2.0006 1.7504
151 H -0.4813 0.8381 4.1733
152 H 0.7982 -0.3879 3.6227
153 H 1.1838 1.1697 3.8502

Results
Relative energy (zero: lowest compared OMol25 entry of this formula, charge and spin), kJ/mol: 423.3
Gap between HOMO and LUMO, hartree: 0.332
Highest occupied orbital energy, eV: -8.53
SMILES string: CCOP(=O)(OCC)OCC.CCOP(=O)(OCC)OCC.CCOP(=O)(OCC)OCC.CCOP(=O)(OCC)OCC.CCOP(=O)(OCC)OCC.COCCOCCOC
F_max, eV/A: 5.6
DFT total energy, hartree: -4862.60478
Charge: 0

Löwdin atomic charge list, values in e, 6 entries: -0.095 -0.162 -0.157 -0.154 -0.155 -0.153

=====

[2]
The following is a DFT calculation (the ωB97M-V functional and the def2-TZVPD basis) of a structure of composition C28H24AsCl2N2O3STl.

Geometry (Å):
1 Tl -0.4010 1.7883 -0.0193
2 Cl -4.1349 -2.6793 5.2234
3 C -3.5749 -1.7710 3.8451
4 C -3.9295 -2.1951 2.5553
5 C -3.4804 -1.5088 1.4644
6 Cl -3.9019 -2.0663 -0.1244
7 C -2.6196 -0.3568 1.5511
8 O -2.1591 0.1818 0.5058
9 C -2.3326 0.0651 2.8925
10 C -1.5753 1.2539 3.1912
11 O -1.0668 2.0467 2.4068
12 C -2.8072 -0.6560 4.0056
13 H -4.5519 -3.0702 2.4238
14 H -1.4650 1.4547 4.2744
15 H -2.5514 -0.3119 5.0014
16 S 3.3516 3.0988 0.7515
17 C 3.9747 1.9062 -0.2355
18 N 5.2552 1.8755 -0.7020
19 C 5.4002 0.8599 -1.7375
20 C 4.2607 -0.0913 -1.3624
21 N 3.3354 0.8193 -0.7013
22 H 5.7697 2.7393 -0.7162
23 H 6.3772 0.3815 -1.7023
24 H 5.2447 1.2852 -2.7338
25 H 4.6013 -0.8684 -0.6715
26 H 3.8079 -0.5628 -2.2326
27 H 2.4856 0.4941 -0.2312
28 O 1.1107 -0.1168 0.7268
29 As 1.5612 -1.0012 2.0621
30 C 0.6278 -2.6652 2.1189
31 C 0.9949 -3.6789 3.0016
32 C 0.2791 -4.8648 3.0122
33 C -0.7897 -5.0354 2.1401
34 C -1.1439 -4.0280 1.2555
35 C -0.4364 -2.8329 1.2412
36 C 3.4395 -1.3960 1.9572
37 C 4.3435 -0.3864 2.2790
38 C 5.7019 -0.6021 2.1027
39 C 6.1555 -1.8253 1.6249
40 C 5.2533 -2.8312 1.3072
41 C 3.8904 -2.6145 1.4618
42 C 1.2904 -0.0322 3.6905
43 C 1.6338 1.3156 3.7211
44 C 1.4402 2.0353 4.8909
45 C 0.9111 1.4135 6.0129
46 C 0.5629 0.0687 5.9740
47 C 0.7477 -0.6585 4.8087
48 H 1.8394 -3.5493 3.6693
49 H 0.5557 -5.6556 3.6972
50 H -1.3488 -5.9622 2.1525
51 H -1.9792 -4.1585 0.5803
52 H -0.7071 -2.0342 0.5584
53 H 3.9937 0.5700 2.6490
54 H 6.4035 0.1867 2.3406
55 H 7.2173 -1.9944 1.4990
56 H 5.6078 -3.7826 0.9324
57 H 3.1833 -3.3933 1.2024
58 H 2.0163 1.7988 2.8273
59 H 1.6884 3.0877 4.9190
60 H 0.7569 1.9821 6.9211
61 H 0.1337 -0.4091 6.8451
62 H 0.4475 -1.6980 4.7665

Results
Relative energy (zero: lowest compared OMol25 entry of this formula, charge and spin), kJ/mol: 0.0
Gap between HOMO and LUMO, hartree: 0.282
Highest occupied orbital energy, eV: -7.47
F_max, eV/A: 0.1
DFT total energy, hartree: -5143.50544
Charge: 0

Löwdin atomic charge list, values in e, 6 entries: 0.950 0.634 -0.675 -0.133 -0.589 0.707